Arrangement 1

A molecular structure, C35H22Br2IrN4O9P. Source: OMol25; level of theory: wB97M-V/def2-TZVPD.

Last column: Mulliken spin population.
Geometry (Å):
Ir  0.627  -0.010  -0.325  0.522
O  -2.321  0.501  -0.716  0.001
N  -1.332  0.588  0.239  0.000
C  -1.705  1.293  1.235  -0.006
C  -0.982  1.609  2.460  0.003
C  -1.584  2.588  3.250  -0.001
C  -1.010  3.000  4.440  0.000
C  0.172  2.418  4.863  0.000
C  0.776  1.432  4.095  0.001
C  0.215  1.023  2.892  -0.002
P  1.028  -0.319  1.984  0.066
C  2.767  -0.145  2.465  -0.008
C  3.493  -0.970  3.320  -0.003
C  4.805  -0.648  3.647  0.000
C  5.392  0.502  3.147  0.001
C  4.654  1.357  2.338  0.001
C  3.353  1.035  2.004  0.005
C  0.205  -1.811  2.645  0.001
C  0.831  -2.979  3.081  0.000
C  0.085  -4.045  3.561  0.000
C  -1.298  -3.969  3.604  -0.001
C  -1.934  -2.818  3.166  0.000
C  -1.191  -1.748  2.698  0.001
H  -1.826  0.404  -1.556  0.003
H  -2.695  1.726  1.136  0.000
H  -2.507  3.044  2.912  0.000
H  -1.484  3.771  5.030  0.000
H  0.631  2.728  5.792  0.000
H  1.703  0.991  4.437  0.000
H  3.057  -1.840  3.775  0.000
H  5.362  -1.299  4.307  0.000
H  6.414  0.745  3.405  0.000
H  5.090  2.277  1.972  0.000
H  2.772  1.731  1.419  -0.015
H  1.901  -3.096  3.029  0.000
H  0.593  -4.938  3.901  0.000
H  -1.877  -4.802  3.981  0.000
H  -3.013  -2.746  3.195  0.000
H  -1.714  -0.857  2.380  0.000
O  3.697  0.111  -2.631  0.011
C  3.050  0.579  -1.740  0.004
O  2.487  -0.234  -0.809  0.146
C  2.912  2.045  -1.502  0.013
C  3.920  2.859  -2.007  -0.007
C  3.910  4.211  -1.746  0.013
C  2.923  4.801  -0.972  -0.006
C  1.946  3.985  -0.467  0.001
C  1.869  2.608  -0.742  0.011
O  0.812  1.970  -0.289  0.042
N  0.937  4.551  0.439  -0.001
O  0.239  5.447  0.024  0.000
O  0.902  4.084  1.563  0.001
N  4.992  5.057  -2.279  -0.001
O  4.951  6.240  -2.010  0.002
O  5.875  4.507  -2.900  0.001
H  4.712  2.425  -2.602  0.000
H  2.940  5.863  -0.769  0.000
Br  -1.447  0.324  -4.954  0.008
C  -0.821  -1.199  -4.063  0.041
C  -0.858  -2.455  -4.698  -0.024
C  -0.376  -3.568  -4.071  0.042
Br  -0.415  -5.219  -4.975  0.006
C  0.158  -3.491  -2.757  -0.017
C  0.751  -4.557  -2.053  0.014
C  1.304  -4.322  -0.825  -0.009
C  1.211  -3.048  -0.256  -0.007
N  0.589  -2.048  -0.842  -0.031
C  0.134  -2.236  -2.124  -0.047
C  -0.309  -1.079  -2.794  0.058
O  -0.206  0.086  -2.149  0.158
H  -1.257  -2.523  -5.700  0.000
H  0.794  -5.538  -2.506  0.002
H  1.815  -5.101  -0.278  0.000
H  1.666  -2.852  0.696  0.006

As for the expectation value of S²: 0.759. The value obtained for the HOMO energy (spin up / spin down) is -11.30 / -11.13 eV. The LUMO energy (spin up / spin down) comes out at -3.65 / -6.11 eV. As for the multiplicity: 2. The value obtained for the orbital gap (spin up / spin down) is 0.2815 / 0.1846 Eh. The charge is +1.


Arrangement 2

A molecular structure, C35H22Br2IrN4O9P. Source: OMol25; level of theory: wB97M-V/def2-TZVPD.

Last column: Mulliken spin population.
Geometry (Å):
Ir  0.608  -0.104  -0.761  0.709
O  1.978  -1.710  -3.036  -0.002
N  0.834  -1.740  -2.269  -0.016
C  0.058  -2.649  -2.712  0.013
C  -1.186  -3.142  -2.141  0.018
C  -1.901  -4.042  -2.936  0.007
C  -3.025  -4.676  -2.444  -0.001
C  -3.423  -4.445  -1.133  0.004
C  -2.721  -3.548  -0.344  0.002
C  -1.612  -2.869  -0.848  -0.007
P  -0.834  -1.661  0.269  -0.070
C  -0.064  -2.716  1.507  -0.012
C  0.136  -2.323  2.831  -0.005
C  0.717  -3.208  3.728  -0.002
C  1.119  -4.469  3.313  0.001
C  0.955  -4.851  1.988  0.002
C  0.369  -3.979  1.086  0.011
C  -2.348  -0.845  0.850  0.007
C  -3.167  -0.297  -0.139  0.006
C  -4.372  0.295  0.201  0.007
C  -4.762  0.350  1.534  -0.001
C  -3.957  -0.206  2.516  0.000
C  -2.753  -0.812  2.178  0.000
H  2.309  -0.792  -2.949  -0.002
H  0.403  -3.141  -3.616  0.001
H  -1.557  -4.249  -3.942  0.000
H  -3.578  -5.361  -3.072  0.000
H  -4.280  -4.962  -0.723  0.000
H  -3.043  -3.372  0.675  0.001
H  -0.141  -1.338  3.169  0.002
H  0.862  -2.900  4.755  0.000
H  1.568  -5.154  4.020  0.000
H  1.282  -5.827  1.656  0.000
H  0.252  -4.288  0.054  -0.001
H  -2.868  -0.347  -1.182  0.013
H  -5.006  0.709  -0.572  0.000
H  -5.699  0.819  1.805  0.000
H  -4.265  -0.176  3.553  0.000
H  -2.148  -1.258  2.953  0.000
O  0.373  0.815  3.254  -0.003
C  0.887  0.856  2.163  0.002
O  0.198  0.369  1.110  -0.009
C  2.144  1.588  1.933  0.006
C  2.581  2.482  2.899  -0.015
C  3.732  3.197  2.673  0.036
C  4.441  3.113  1.480  -0.017
C  3.978  2.261  0.517  0.019
C  2.874  1.392  0.746  0.022
O  2.595  0.418  -0.058  0.216
N  4.648  2.296  -0.799  -0.004
O  3.956  2.075  -1.771  0.001
O  5.825  2.581  -0.820  0.005
N  4.220  4.124  3.720  -0.003
O  3.579  4.181  4.748  0.004
O  5.221  4.760  3.473  0.005
H  2.027  2.605  3.819  0.000
H  5.318  3.720  1.311  0.000
Br  2.922  1.649  -4.919  0.000
C  1.532  2.429  -3.926  0.005
C  0.969  3.660  -4.338  -0.002
C  -0.052  4.238  -3.638  0.000
Br  -0.795  5.860  -4.244  0.000
C  -0.557  3.622  -2.468  -0.016
C  -1.556  4.129  -1.608  0.001
C  -1.891  3.444  -0.474  -0.002
C  -1.266  2.220  -0.181  0.010
N  -0.373  1.699  -0.994  0.022
C  0.016  2.394  -2.113  -0.009
C  1.039  1.793  -2.829  0.028
O  1.460  0.600  -2.355  0.013
H  1.355  4.138  -5.227  0.000
H  -2.032  5.070  -1.847  0.000
H  -2.629  3.829  0.214  0.002
H  -1.479  1.677  0.726  -0.001

As for the expectation value of S²: 0.764. The value obtained for the HOMO energy (spin up / spin down) is -11.11 / -11.11 eV. The LUMO energy (spin up / spin down) comes out at -4.18 / -5.53 eV. As for the multiplicity: 2. The value obtained for the orbital gap (spin up / spin down) is 0.2549 / 0.2051 Eh. The charge is +1.


Most stable to least stable, the ends of the list are arrangement 1 and arrangement 2.


Arrangement 1

2 unconnected molecules or ions with the total composition C2H4P2. Source: OMol25; level of theory: wB97M-V/def2-TZVPD.

Last column: natural (NBO) charge in e.
Geometry (Å):
C  -1.060  1.522  0.420  -0.515
C  -0.398  0.510  0.886  -0.071
P  1.690  -1.519  -0.896  -0.041
P  -0.248  -1.988  -0.971  0.072
H  -0.708  2.580  0.648  0.217
H  -1.902  1.303  -0.098  0.213
H  0.482  0.279  1.351  0.166
H  2.145  -2.686  -1.340  -0.041

The value obtained for the HOMO energy (spin up / spin down) is -8.22 / -8.72 eV. The LUMO energy (spin up / spin down) comes out at -0.86 / -0.95 eV. The value obtained for the orbital gap (spin up / spin down) is 0.2706 / 0.2855 Eh.


Arrangement 2

C2H4P2 in the gas phase. Source: OMol25; level of theory: wB97M-V/def2-TZVPD.

Last column: natural (NBO) charge in e.
Geometry (Å):
H  2.913  -1.626  -0.108  -0.042
P  2.586  -0.175  0.039  0.472
C  0.882  -0.314  -0.041  -0.940
P  -0.177  1.197  -0.018  0.699
C  -1.767  0.697  0.044  -0.858
H  0.221  -1.142  -0.065  0.220
H  -2.373  1.581  0.325  0.229
H  -2.285  -0.218  -0.176  0.220

The value obtained for the HOMO energy is -8.94 eV. The LUMO energy comes out at -0.86 eV. The value obtained for the orbital gap is 0.2967 Eh. The SMILES is [H]/P=C/P=C.


Most stable to least stable, the ends of the list are arrangement 2 and arrangement 1.


Arrangement 1

2 unconnected molecules or ions with the total composition C4H9O. Source: OMol25; level of theory: wB97M-V/def2-TZVPD.

Last column: natural (NBO) charge in e.
Geometry (Å):
C  1.385  1.551  0.100  -0.184
O  1.981  0.699  -0.730  -0.968
H  1.035  1.100  1.072  0.062
H  0.444  2.095  -0.235  0.042
H  2.017  2.421  0.396  0.073
C  -1.988  -0.134  0.751  -0.654
C  -0.835  -0.580  -0.122  -0.138
C  -0.512  -1.863  -0.224  -0.446
H  -1.655  0.108  1.761  0.214
H  -2.734  -0.932  0.827  0.186
H  -2.475  0.727  0.290  0.201
H  -0.457  0.127  -0.847  0.242
H  0.394  -2.136  -0.756  0.211
H  -1.120  -2.658  0.193  0.159

The value obtained for the HOMO energy is -1.99 eV. The LUMO energy comes out at 4.07 eV. The value obtained for the orbital gap is 0.2225 Eh. The charge is -1.


Arrangement 2

2 unconnected molecules or ions with the total composition C4H9O. Source: OMol25; level of theory: wB97M-V/def2-TZVPD.

Last column: natural (NBO) charge in e.
Geometry (Å):
C  0.030  1.637  -1.324  0.187
O  -1.122  2.279  -1.424  -0.929
C  0.141  0.130  -1.450  -0.548
C  0.160  0.703  -0.031  -0.320
C  1.538  0.598  0.633  -0.609
H  0.952  2.092  -1.738  0.077
H  -3.510  -4.893  3.486  -0.011
H  -0.726  -0.461  -1.747  0.186
H  0.928  -0.048  -2.184  0.195
H  -3.346  -4.660  2.818  0.011
H  -0.734  0.805  0.553  0.221
H  2.228  1.196  0.033  0.194
H  1.564  1.053  1.633  0.176
H  1.898  -0.433  0.741  0.170

The value obtained for the HOMO energy is -1.57 eV. The LUMO energy comes out at 4.24 eV. The value obtained for the orbital gap is 0.2133 Eh. The charge is -1.


Most stable to least stable, the ends of the list are arrangement 1 and arrangement 2.


Arrangement 1

A gas-phase ion, C6H11N2 (charge +1). Source: OMol25; level of theory: wB97M-V/def2-TZVPD.

Last column: natural (NBO) charge in e.
Geometry (Å):
C  0.377  2.481  0.039  -0.378
C  -0.633  1.870  -0.621  -0.207
C  -0.836  0.397  -0.893  -0.142
C  -1.844  0.065  -1.685  -0.252
C  -0.043  -0.680  -0.174  0.551
N  0.237  -1.799  -0.774  -0.716
N  0.324  -0.424  1.104  -0.525
C  1.117  -1.314  1.953  -0.448
H  0.431  3.588  0.242  0.250
H  1.179  1.894  0.308  0.176
H  -1.386  2.527  -1.187  0.240
H  -1.947  -0.954  -1.776  0.195
H  -2.449  0.782  -2.198  0.239
H  0.107  -1.976  -1.736  0.442
H  1.001  -2.329  -0.246  0.426
H  0.264  0.569  1.233  0.441
H  0.602  -2.260  2.215  0.241
H  1.485  -0.734  2.850  0.267
H  2.011  -1.705  1.347  0.200

The value obtained for the HOMO energy is -13.39 eV. The LUMO energy comes out at -3.92 eV. The value obtained for the orbital gap is 0.3481 Eh. The SMILES is C=CC(=C)/C(N)=[NH+]/C. The charge is +1.


Arrangement 2

A gas-phase ion, C6H11N2 (charge +1). Source: OMol25; level of theory: wB97M-V/def2-TZVPD.

Last column: natural (NBO) charge in e.
Geometry (Å):
C  0.811  2.632  -0.871  -0.644
C  0.992  1.212  -0.801  -0.444
C  -0.280  0.479  -0.715  -0.457
C  -0.354  -0.675  0.112  0.171
C  -1.296  -1.745  -0.057  -0.051
N  -1.037  -2.704  0.905  -0.459
C  -0.084  -2.236  1.753  0.234
N  0.171  -0.981  1.395  -0.467
H  -0.138  3.152  -1.445  0.239
H  1.696  3.226  -1.266  0.246
H  0.703  3.175  0.159  0.226
H  1.709  0.827  0.011  0.198
H  1.533  0.789  -1.730  0.236
H  -0.957  0.271  -1.717  0.274
H  -1.254  1.183  -0.303  0.258
H  -2.006  -1.795  -0.892  0.261
H  -1.431  -3.646  1.109  0.469
H  0.230  -2.728  2.674  0.260
H  0.991  -0.437  1.679  0.451

The value obtained for the HOMO energy is -13.30 eV. The LUMO energy comes out at -3.39 eV. The value obtained for the orbital gap is 0.3640 Eh. The SMILES is CCCc1c[nH]c[nH+]1. The charge is +1.


Arrangement 3

A molecular structure, C6H11N2. Source: OMol25; level of theory: wB97M-V/def2-TZVPD.

Last column: natural (NBO) charge in e.
Geometry (Å):
C  0.854  1.276  0.190  0.524
C  0.657  -0.795  -0.245  -0.215
C  1.787  0.336  -0.424  -0.337
C  3.006  0.081  0.385  -0.606
C  -2.947  0.613  0.253  -0.580
C  -1.909  -0.524  -0.144  -0.271
N  -0.387  1.256  -0.033  -0.171
N  -0.562  -0.036  -0.096  -0.055
H  0.536  -1.630  -1.108  0.281
H  0.819  -1.100  0.719  0.231
H  2.004  0.507  -1.440  0.285
H  2.868  0.317  1.374  0.235
H  3.955  0.442  -0.119  0.265
H  3.113  -1.122  0.367  0.227
H  -2.786  1.393  -0.444  0.224
H  -3.918  0.104  0.311  0.244
H  -2.650  0.962  1.201  0.218
H  -2.240  -1.470  0.434  0.255
H  -2.202  -0.609  -1.181  0.246

The value obtained for the HOMO energy (spin up / spin down) is -14.38 / -14.32 eV. The LUMO energy (spin up / spin down) comes out at -6.59 / -6.10 eV. The value obtained for the orbital gap (spin up / spin down) is 0.2862 / 0.3023 Eh. The charge is +1.


Most stable to least stable, the ends of the list are arrangement 1 and arrangement 3.